Entry from the OMol25 dataset: a 19-piece molecular cluster, C23H43Cl36N2 overall (ωB97M-V/def2-TZVPD).

```
! wB97M-V def2-TZVPD RIJCOSX def2/J DEFGRID3
* xyz 1 1
Cl -0.7822 -2.1106 0.3759
H 5.9738 -5.7753 -3.0610
C 2.4056 2.5517 3.8263
Cl 1.6253 3.0899 5.3134
C -5.5145 5.5625 -5.3067
H -4.8692 5.6441 -6.1752
H 5.5175 -8.0357 2.1054
H 6.0527 1.0929 -5.7372
H 3.3063 1.9995 4.0803
H -1.9823 5.3784 -2.7737
H 0.6446 1.9775 -5.9627
Cl 4.0346 -6.3338 -1.8473
Cl -5.7817 6.7096 -0.2932
C -4.4623 -10.8409 3.2326
C -5.1034 -2.0759 2.5226
C 6.7522 1.5174 -5.0236
H -0.9699 0.1229 -3.8067
C 1.3568 1.9441 -5.1442
H 2.3658 2.1362 -1.8489
H -6.4597 -1.8279 7.9691
C -0.9395 -1.9411 2.1336
Cl 7.1220 3.1786 -5.5048
H 0.7316 1.7456 0.1003
H -0.3339 -6.6686 3.3734
Cl -5.3176 3.9480 -4.5959
Cl -1.9390 8.8401 -2.1483
Cl 4.4278 -9.4364 3.6518
C 5.2647 -5.2181 -2.4575
Cl 3.9824 -5.2107 1.9867
C -1.3317 -6.9698 3.6781
H 6.3100 1.5319 -4.0333
Cl -5.9888 4.1310 1.0766
H -1.3503 0.0811 -0.3529
H 3.8000 3.0863 -1.4069
Cl -4.1944 -3.1062 3.6317
C 3.3265 2.1098 -1.3419
Cl -7.1419 -2.4020 5.7888
Cl 5.4749 0.0782 4.2132
Cl 7.1567 0.4257 1.8479
H -1.9867 -2.0116 2.4017
Cl -1.9483 -8.1544 2.5197
C -2.8729 4.8072 -2.4383
Cl 0.4888 2.2151 -3.6184
H -1.8882 8.5641 -4.4850
Cl -5.0862 6.8277 -4.1510
Cl 8.2065 0.5162 -4.9846
C -1.4782 -0.8305 -3.7283
H 3.7967 5.7742 1.1386
H -0.5451 -0.9741 2.4323
C -0.2963 2.0250 -0.1704
H -0.3974 9.3099 -3.8653
C -1.3541 1.1809 -0.4001
H -6.9763 4.7923 -0.9584
Cl -1.9992 -1.3329 -5.3389
H 2.9214 -4.7083 -0.0559
Cl -5.3015 -10.5400 4.7592
H -3.4138 1.7016 -1.0153
H 2.1367 -3.9105 1.3248
Cl 4.5450 -3.9437 -3.4483
H -7.7212 5.5954 0.4419
H -5.1932 -10.8752 2.4310
C -1.1432 8.5401 -3.6960
H -0.2271 4.2221 -0.3110
Cl -3.5825 -12.3731 3.2700
N -2.4720 1.9730 -0.7599
H -5.2679 -2.6167 1.5961
Cl 4.3591 0.9121 -2.1263
C -6.1822 -1.5016 6.9722
Cl 5.7414 -6.8732 4.1401
C 5.5555 -0.0143 2.4471
H 2.0999 2.7259 -5.2672
Cl -0.3751 -2.0050 -3.0060
Cl -4.2350 -0.5698 2.1584
H -6.0558 -1.8257 2.9806
Cl -2.3655 -5.5375 3.7486
H -6.3898 -0.4427 6.8577
Cl 2.1643 0.3785 -5.1492
C 3.0871 -4.1715 0.8738
H -3.4989 4.9691 -0.3512
H 1.7184 1.9111 3.2811
C -2.8901 4.4071 -1.0828
N -0.7394 3.3493 -0.3772
Cl 2.8484 3.9226 2.7939
Cl 5.8311 5.7694 -0.0361
C 5.7023 -8.3272 3.1350
Cl 3.0656 1.7122 0.3665
Cl -0.3455 6.9586 -3.7125
H -3.7555 -10.0362 3.0588
Cl 3.1472 5.2977 -1.0798
H 3.9598 7.1888 0.0744
C -2.0267 3.2227 -0.7214
H -1.2963 -7.4266 4.6619
H 6.6599 -8.8319 3.2117
H 4.8268 0.6731 2.0311
H 5.7734 -4.7621 -1.6135
Cl 3.9826 -2.6833 0.5222
H -2.3533 -0.7344 -3.0911
H -3.7379 4.5538 -3.0814
H 5.3298 -1.0297 2.1377
C 4.1161 6.1184 0.1613
H -6.5508 5.6908 -5.6016
Cl -0.0480 -3.2015 2.9716
Cl -4.4511 -1.7716 6.7436
C -6.7851 5.2812 -0.0082
*
```

HOMO energy	-11.3	eV

***

Entry from the OMol25 dataset: C23H43ClN5O3SSi3Sn as an isolated structure (ωB97M-V/def2-TZVPD).

```
! wB97M-V def2-TZVPD RIJCOSX def2/J DEFGRID3
* xyz -1 1
H -2.9481 -1.0698 -2.4737
C -1.8403 1.2586 -0.1026
C 1.6312 -0.8530 5.0032
C -1.2500 1.4926 -3.1148
H 2.2730 -0.6870 5.8545
H -0.4460 2.1670 -2.8203
H -0.0740 -1.5017 6.1069
H -2.4518 2.2199 3.4656
H -1.3037 0.9525 3.0841
Si -3.0845 1.1346 1.2833
C -2.2082 -3.9139 1.0425
H 2.5437 2.9951 -1.4209
C -4.3506 2.5447 1.2419
Cl -5.8040 -5.3476 2.0625
Sn -0.2859 -0.6069 -0.1996
C -4.0686 -0.4624 1.2726
H -4.8884 2.3063 -1.8745
H 2.3261 3.3487 0.3022
H 2.9983 1.0312 -0.3994
C -1.3197 4.3214 -0.7402
H 3.3346 -0.4369 1.1779
H -4.7557 -0.4673 2.1248
C 0.0395 -1.2283 2.8001
N 2.9639 -2.8663 0.9322
H -2.2239 4.6968 -0.2558
H -4.0038 0.0417 -3.3443
C 3.1603 -2.0048 -0.1308
H -2.9199 0.5387 3.6702
H 0.3424 4.1741 1.7441
H -2.1933 -1.6307 5.1887
H -4.8256 2.6486 2.2217
H 3.1594 -0.0674 -1.5882
N -0.4447 -1.5103 4.0652
C -3.2280 -4.5488 1.7303
H -0.3950 -3.1237 -0.7410
H 0.2987 2.5173 2.3604
C -2.4276 -3.2555 -0.1762
C -4.7601 -3.9440 -0.0169
H -3.8851 3.5020 0.9954
C 0.3726 -1.2905 5.1438
H -5.7587 -3.9642 -0.4334
H 2.5091 -2.4473 1.7350
H -1.8104 -3.1064 4.2700
O 0.7526 2.3922 -0.6570
N 3.5943 0.2749 -0.7280
H -4.6614 -0.6156 0.3722
C -1.3230 -2.5530 -0.8624
C 2.1491 -0.6312 3.6533
C 1.8193 3.3120 -0.6684
H -0.5544 5.0932 -0.6207
C -3.5772 -0.1906 -2.3629
H -0.7868 0.5183 -3.2991
C -2.3567 1.2235 3.0322
C -0.2756 3.2746 1.8227
H -1.5270 4.2149 -1.8050
H -3.8725 2.9996 -3.1354
Si -2.6078 1.3243 -1.8127
H -2.4218 -1.6833 3.4273
H -3.7548 3.5896 -1.4776
C -1.7971 -2.0148 4.2495
H -1.1491 3.5337 2.4195
H -3.9412 -2.8436 -1.6425
O 3.3163 -0.3140 3.4284
H 2.5463 -3.7328 0.6325
H -5.1366 2.3657 0.5061
H -1.6692 1.8400 -4.0631
Si -0.7159 2.7312 0.0815
O -0.7567 -1.4313 1.8281
C -3.8899 2.6980 -2.0837
C -4.5069 -4.5497 1.1991
H -4.4021 -0.4394 -1.6962
H -3.0344 -5.0457 2.6724
S 3.0842 -2.5244 -1.7317
N 1.2720 -0.8089 2.6132
C -3.7268 -3.3124 -0.6913
H -1.4933 -2.4720 -1.9371
H -3.4014 -1.3213 1.3716
H -1.2121 -3.9056 1.4646
N 3.3952 -0.7569 0.2137
H 1.4942 4.3267 -0.9201
*
```

ΔE to the lowest compared entry with this formula, charge and spin	0.0	kJ/mol
HOMO energy	-4.2	eV